[1]
Entry from the Open Molecules 2025 dataset: a molecular structure, C3H4N2O in a non-equilibrium geometry (wB97M-V/def2-TZVPD).

Results
multiplicity	1
electronic energy	-8194.5985	eV
HOMO	-9.03	eV
frontier orbital gap	8.579	eV
relative energy (zero: lowest compared OMol25 entry of this formula, charge and spin)	214.2	kcal/mol

CARTESIAN COORDINATES (ANGSTROEM)
C (-1.46, 0.03, -0.74)
C (-0.07, 0.06, -0.16)
C (-0.30, -0.49, 1.00)
N (-0.86, 0.37, -1.83)
N (0.43, 0.27, -1.45)
O (2.22, -0.44, 2.06)
H (-2.40, 0.33, -0.27)
H (1.91, -0.18, 1.34)
H (-1.17, 0.50, -2.82)
H (1.69, -0.45, 2.85)

Computed natural (NBO) charges, given in elementary charges: -0.0127, -0.2871, 0.2186, -0.2686, -0.3316, -0.9103, 0.2341, 0.4455, 0.4222, 0.4901

---

[2]
Entry from the Open Molecules 2025 dataset: a molecular structure, C36H43N10O6SSiY in a non-equilibrium geometry (wB97M-V/def2-TZVPD).

Results
multiplicity	1
electronic energy	-84975.6541	eV
HOMO	-6.75	eV
frontier orbital gap	6.652	eV
relative energy (zero: lowest compared OMol25 entry of this formula, charge and spin)	16.4	kcal/mol

CARTESIAN COORDINATES (ANGSTROEM)
Y (-0.19, 0.24, -0.18)
N (5.29, 4.86, 2.41)
C (4.55, 3.70, 2.30)
C (3.27, 3.72, 1.73)
C (2.54, 2.55, 1.63)
C (3.07, 1.37, 2.10)
C (4.32, 1.33, 2.69)
C (5.06, 2.49, 2.80)
S (2.23, -0.15, 1.80)
O (0.86, -0.06, 2.27)
O (3.00, -1.24, 2.35)
N (2.02, -0.28, 0.18)
C (3.10, -0.08, -0.64)
N (2.81, -0.07, -1.96)
C (3.82, 0.11, -2.79)
C (5.12, 0.29, -2.38)
C (5.32, 0.27, -1.00)
N (4.33, 0.09, -0.14)
H (5.03, 5.63, 1.81)
H (6.27, 4.76, 2.57)
H (2.87, 4.65, 1.36)
H (1.54, 2.56, 1.20)
H (4.70, 0.38, 3.05)
H (6.04, 2.48, 3.26)
H (3.55, 0.11, -3.85)
H (5.94, 0.42, -3.07)
H (6.30, 0.41, -0.57)
C (-13.14, 4.21, 3.12)
O (-12.75, 2.89, 2.79)
C (-11.43, 2.65, 2.60)
C (-10.42, 3.59, 2.76)
C (-9.10, 3.24, 2.54)
C (-8.77, 1.95, 2.14)
C (-9.79, 1.01, 1.97)
C (-11.10, 1.35, 2.21)
N (-7.48, 1.53, 1.79)
N (-6.55, 2.24, 2.21)
C (-5.24, 1.96, 1.86)
C (-4.30, 2.64, 2.63)
C (-2.94, 2.53, 2.43)
C (-2.40, 1.70, 1.46)
O (-1.13, 1.61, 1.25)
C (-3.34, 0.96, 0.63)
N (-2.80, 0.18, -0.34)
C (-3.59, -0.36, -1.24)
C (-4.98, -0.19, -1.22)
C (-5.55, 0.52, -0.21)
C (-4.74, 1.13, 0.78)
H (-14.23, 4.20, 3.14)
H (-12.81, 4.92, 2.36)
H (-12.75, 4.51, 4.09)
H (-10.66, 4.60, 3.07)
H (-8.31, 3.97, 2.65)
H (-9.53, 0.01, 1.66)
H (-11.90, 0.63, 2.10)
H (-4.68, 3.29, 3.41)
H (-2.24, 3.10, 3.04)
H (-3.13, -0.93, -2.03)
H (-5.58, -0.61, -2.02)
H (-6.62, 0.64, -0.15)
N (1.25, -4.94, 1.02)
C (1.13, -3.48, 1.06)
C (-0.33, -3.10, 1.23)
O (-1.12, -4.10, 1.57)
O (-0.80, -1.99, 1.04)
H (1.30, -5.28, 0.07)
H (-0.51, -4.89, 1.59)
H (2.09, -5.26, 1.50)
H (1.52, -2.97, 0.18)
H (1.67, -3.07, 1.91)
C (-3.15, -4.57, -2.27)
C (-2.03, -3.60, -2.41)
C (-1.17, -3.33, -3.45)
C (-0.34, -2.28, -3.01)
N (-0.66, -1.94, -1.76)
N (-1.68, -2.76, -1.42)
C (0.76, -1.63, -3.77)
H (-3.21, -5.20, -3.15)
H (-4.10, -4.04, -2.16)
H (-3.02, -5.20, -1.39)
H (-1.17, -3.81, -4.42)
H (-2.11, -2.66, -0.51)
H (0.58, -1.69, -4.84)
H (1.71, -2.14, -3.55)
H (0.88, -0.60, -3.46)
C (-1.64, 3.55, -1.51)
Si (-0.54, 2.10, -2.15)
C (0.95, 2.96, -3.01)
C (-1.58, 1.50, -3.66)
H (-1.82, 4.31, -2.28)
H (-1.19, 4.05, -0.65)
H (-2.61, 3.17, -1.18)
H (0.61, 3.73, -3.71)
H (1.55, 2.24, -3.57)
H (1.62, 3.44, -2.29)
H (-1.74, 2.30, -4.39)
H (-2.57, 1.16, -3.34)
H (-1.11, 0.67, -4.19)

Computed Löwdin charges, given in elementary charges: 1.3732, 0.1035, -0.3159, -0.0176, -0.0479, -0.3117, -0.0647, -0.0243, 0.6084, -0.3481, -0.3040, -0.2232, -0.4628, 0.1170, -0.1390, -0.0559, -0.1185, 0.1347, 0.0920, 0.0900, 0.1142, 0.1051, 0.1132, 0.1106, 0.1110, 0.0957, 0.1114, -0.0887, -0.0828, -0.2881, -0.0228, -0.0173, -0.2745, -0.0231, -0.0095, 0.0455, 0.0603, -0.2187, -0.0170, -0.0028, -0.3578, -0.2199, -0.1426, 0.0544, -0.1553, -0.0391, 0.0114, -0.0634, 0.0909, 0.0944, 0.0951, 0.1011, 0.1044, 0.1087, 0.1174, 0.1130, 0.1170, 0.0968, 0.1062, 0.0926, 0.0187, -0.1380, -0.5044, 0.1293, -0.0166, 0.0914, 0.1020, 0.0911, 0.1166, 0.1141, -0.0080, -0.3004, 0.0205, -0.3286, 0.0369, 0.0124, -0.0435, 0.0825, 0.0830, 0.0827, 0.1123, 0.1322, 0.0849, 0.0781, 0.0365, -0.2548, 0.4126, -0.2729, -0.2561, 0.0187, 0.0119, 0.0071, 0.0140, -0.0092, 0.0028, 0.0198, -0.0063, -0.0050

---

[3]
Entry from the Open Molecules 2025 dataset: a molecular structure, C21H42NO24Tl in a non-equilibrium geometry (wB97M-V/def2-TZVPD).

Results
total charge	+2
multiplicity	1
electronic energy	-77752.6932	eV
HOMO	-15.00	eV
frontier orbital gap	2.001	eV
relative energy (zero: lowest compared OMol25 entry of this formula, charge and spin)	80.2	kcal/mol

CARTESIAN COORDINATES (ANGSTROEM)
Tl (-19.82, -32.84, 8.15)
N (-20.34, -30.75, 4.75)
O (-20.54, -31.61, 5.60)
O (-19.22, -30.63, 4.23)
O (-21.22, -29.98, 4.46)
C (-13.75, -30.08, -1.11)
O (-14.17, -30.19, 0.24)
C (-14.97, -31.24, 0.51)
O (-15.10, -32.24, -0.21)
O (-15.49, -31.03, 1.68)
C (-16.55, -31.78, 2.36)
H (-12.77, -29.60, -1.09)
H (-14.48, -29.65, -1.79)
H (-13.58, -31.10, -1.43)
H (-17.58, -31.58, 2.09)
H (-16.49, -31.46, 3.40)
H (-16.42, -32.86, 2.35)
C (-22.60, -27.39, 2.96)
O (-22.12, -26.09, 3.20)
C (-22.84, -25.18, 3.96)
O (-24.06, -25.24, 4.29)
O (-21.91, -24.23, 4.29)
C (-22.35, -22.99, 4.83)
H (-23.45, -27.24, 2.30)
H (-22.91, -27.82, 3.91)
H (-22.03, -28.08, 2.34)
H (-22.96, -22.48, 4.08)
H (-21.58, -22.31, 5.21)
H (-23.08, -23.16, 5.62)
C (-19.04, -28.43, 1.76)
O (-18.96, -28.22, 0.33)
C (-18.86, -29.16, -0.63)
O (-18.59, -28.96, -1.83)
O (-19.03, -30.38, -0.11)
C (-19.08, -31.52, -0.97)
H (-19.84, -27.79, 2.14)
H (-18.19, -27.98, 2.29)
H (-19.35, -29.41, 2.09)
H (-18.16, -31.73, -1.52)
H (-19.86, -31.32, -1.70)
H (-19.32, -32.46, -0.47)
C (-24.09, -32.28, 5.44)
O (-24.86, -32.44, 6.60)
C (-24.27, -32.44, 7.83)
O (-23.09, -32.46, 8.04)
O (-25.19, -32.47, 8.76)
C (-24.82, -32.31, 10.08)
H (-24.83, -32.40, 4.65)
H (-23.28, -33.01, 5.34)
H (-23.55, -31.35, 5.23)
H (-24.04, -31.56, 10.18)
H (-24.48, -33.29, 10.43)
H (-25.59, -31.90, 10.73)
C (-19.14, -34.73, 2.21)
O (-19.34, -34.35, 3.59)
C (-18.33, -34.18, 4.54)
O (-18.52, -33.81, 5.66)
O (-17.17, -34.75, 4.07)
C (-16.19, -35.17, 5.01)
H (-20.08, -35.24, 2.04)
H (-18.39, -35.51, 2.07)
H (-18.95, -33.98, 1.44)
H (-16.45, -36.10, 5.52)
H (-16.01, -34.39, 5.75)
H (-15.34, -35.45, 4.38)
C (-21.91, -30.30, 11.48)
O (-22.47, -29.35, 10.59)
C (-22.01, -29.26, 9.33)
O (-21.24, -30.11, 8.82)
O (-22.54, -28.21, 8.73)
C (-22.39, -27.99, 7.30)
H (-22.25, -30.11, 12.49)
H (-20.82, -30.33, 11.45)
H (-22.25, -31.30, 11.22)
H (-23.00, -27.15, 6.98)
H (-22.77, -28.83, 6.73)
H (-21.34, -27.87, 7.02)
C (-21.94, -30.98, 1.12)
O (-21.94, -30.70, -0.27)
C (-22.49, -29.63, -0.77)
O (-22.88, -28.69, -0.07)
O (-22.63, -29.83, -2.10)
C (-23.39, -28.93, -2.84)
H (-21.61, -32.00, 1.33)
H (-22.96, -30.88, 1.49)
H (-21.25, -30.36, 1.69)
H (-24.14, -28.38, -2.26)
H (-24.01, -29.45, -3.57)
H (-22.70, -28.23, -3.32)

Computed Löwdin charges, given in elementary charges: 1.1382, -0.5438, 0.0647, 0.1873, 0.1980, -0.0239, 0.0247, -0.5703, 0.1507, 0.0531, 0.0117, 0.1089, 0.1071, 0.0926, 0.0729, 0.0978, 0.0902, -0.0335, 0.0269, -0.4366, 0.1339, 0.0048, -0.0200, 0.1241, 0.1046, 0.0644, 0.1096, 0.1082, 0.0989, 0.0139, 0.0580, -0.4999, 0.1827, -0.0374, -0.0111, 0.0911, 0.1197, 0.0553, 0.1093, 0.1017, 0.0884, -0.0520, 0.0317, -0.5712, 0.0576, 0.0503, -0.0369, 0.1071, 0.0939, 0.0713, 0.0689, 0.1155, 0.1155, -0.0319, -0.0226, -0.5125, 0.0004, -0.0494, -0.0203, 0.1029, 0.1004, 0.0745, 0.1045, 0.0988, 0.1076, -0.0323, 0.0145, -0.5415, -0.0467, 0.0321, -0.0049, 0.1112, 0.1014, 0.0791, 0.0984, 0.0791, 0.0974, -0.0187, 0.0146, -0.5384, 0.1432, 0.0299, -0.0376, 0.1036, 0.1137, 0.0606, 0.1016, 0.1081, 0.1108